Computed, not measured: C6H6N3P in the gas phase at a distorted geometry, with wB97M-V/def2-TZVPD.

Calculated values
**Frontier orbital gap (spin up / spin down)**: 6.7 / 7.4 eV
**ΔE to the lowest compared entry with this formula, charge and spin**: 0.0 kJ/mol
**Highest occupied orbital energy (spin up / spin down)**: -6.47 / -11.72 eV
**LUMO level (spin up / spin down)**: 0.28 / -4.31 eV

```
! RIJCOSX wB97M-V def2-TZVPD def2/J DEFGRID3
* xyz 0 3
P -2.20776 -1.14729 0.01574
H -0.55010 1.04210 1.13192
C 0.19764 0.57989 0.58725
N -0.83365 1.46599 -2.50122
C 0.57842 -0.35099 1.61011
H -1.76387 -1.74834 1.19114
H 0.92799 1.88126 -0.68879
C -0.84716 0.67136 -1.65489
H 1.43675 2.37305 0.91179
N 0.92797 -2.29315 -1.35386
C -0.42662 -0.17832 -0.54620
H 2.18943 1.03719 0.17061
C 1.28092 1.59262 0.30259
N 0.73222 -1.17334 2.37421
H -2.06220 -2.44777 -0.54062
C 0.42001 -1.30428 -1.00978
*
```

---

Computed, not measured: 2 unconnected molecules or ions with the total composition CH2O2S at a distorted geometry, with wB97M-V/def2-TZVPD.

Calculated values
**Frontier orbital gap**: 9.2 eV
**ΔE to the lowest compared entry with this formula, charge and spin**: 198.9 kJ/mol
**Highest occupied orbital energy**: -8.90 eV
**LUMO level**: 0.26 eV

```
! RIJCOSX wB97M-V def2-TZVPD def2/J DEFGRID3
* xyz 0 1
C 0.62137 1.88794 -0.76038
H 0.21684 -0.76069 -1.27091
H -0.88617 -1.16544 1.46837
O 0.09942 2.19046 0.19665
S 0.44360 -1.56852 -0.30054
O -0.49506 -0.58376 0.66680
*
```

---

Computed, not measured: 3 unconnected molecules or ions with the total composition C3H7O2 at a distorted geometry, with wB97M-V/def2-TZVPD.

Calculated values
**Frontier orbital gap**: 6.3 eV
**ΔE to the lowest compared entry with this formula, charge and spin**: 388.7 kJ/mol
**Highest occupied orbital energy**: -2.12 eV
**LUMO level**: 4.22 eV

```
! RIJCOSX wB97M-V def2-TZVPD def2/J DEFGRID3
* xyz -1 1
C -0.79211 -0.37839 1.03439
H -3.74239 -1.29001 -4.07148
H 1.91363 0.93368 2.27899
O -1.77338 0.19199 1.47490
H -4.42422 -1.51449 -4.02076
H 2.51010 0.88720 -0.70381
C 1.71197 1.07973 1.22473
H -0.49494 -0.46458 -0.02068
H 1.11019 1.94891 0.95181
H -0.04379 -0.71220 1.76652
C 2.02149 0.28396 0.07856
O 2.00346 -0.96580 0.00683
*
```

---

Computed, not measured: a molecular structure, C3H4CdO3 at a distorted geometry, with wB97M-V/def2-TZVPD.

Calculated values
**Frontier orbital gap**: 6.9 eV
**ΔE to the lowest compared entry with this formula, charge and spin**: 137.7 kJ/mol
**Highest occupied orbital energy**: -19.82 eV
**LUMO level**: -12.92 eV

```
! RIJCOSX wB97M-V def2-TZVPD def2/J DEFGRID3
* xyz 2 1
C 0.32752 -0.88846 -0.18634
O 0.47615 -2.27003 -0.79459
O -0.46420 -0.27060 -0.86518
C 0.20409 -2.87543 -3.09107
Cd 2.37190 0.67680 1.28553
H 0.05027 -2.13456 -3.89182
H -1.35930 -2.17261 -1.67269
C -0.27968 -2.28395 -1.84452
O 1.25709 -0.63879 0.57792
H 1.25020 -3.18784 -3.02852
H -0.45500 -3.72390 -3.33435
*
```

---

Computed, not measured: C22H36N4O3 in the gas phase at a distorted geometry, with wB97M-V/def2-TZVPD.

Calculated values
**SMILES**: COCCCCC(=O)N[C@H]1CC[C@@H](N(C)C(=O)c2cnc3n2CC[C@@H](C)C3)CC1
**Frontier orbital gap**: 9.2 eV
**ΔE to the lowest compared entry with this formula, charge and spin**: 130.6 kJ/mol
**Highest occupied orbital energy**: -8.54 eV
**LUMO level**: 0.61 eV

```
! RIJCOSX wB97M-V def2-TZVPD def2/J DEFGRID3
* xyz 0 1
H -1.79709 1.10051 -2.92392
N -0.88261 -3.11630 4.42093
H 1.16791 3.98263 -0.20358
C 1.25590 0.34392 3.06903
H -1.21575 -5.80628 4.63612
H 2.13043 3.18810 -2.31794
H 2.75341 -0.68949 -0.60572
C -2.09782 4.14840 -4.58760
C 0.31542 -2.31501 2.69347
H -1.11319 4.57348 -4.38177
H -2.03543 3.71656 -5.59093
C 1.70898 2.45636 -1.63169
C -0.22054 -5.52814 4.28993
C 1.70898 3.03378 -0.22353
H 3.59534 1.47655 -1.31969
O 0.81445 -2.05931 0.43531
C -0.03346 2.24762 -3.36349
H 0.45303 -5.61962 5.14908
H 1.31989 2.48051 1.80771
C -4.05944 6.93934 -3.26493
H 0.01069 2.11931 0.71010
H 1.91989 -6.56720 1.80458
H -0.44796 -8.27159 4.11882
N 1.34800 -0.28990 1.77047
H 0.34527 0.93762 3.17797
C -1.47188 1.86447 -3.63737
H -1.50256 1.40107 -4.62410
C 0.83750 -1.53943 1.54474
H 1.24363 -7.89162 4.45019
H 2.11585 1.00452 3.20413
H 1.29145 -0.39540 3.86119
C -3.12123 5.26165 -4.59572
O 0.71361 2.62548 -4.25068
H 2.17703 -4.03936 1.59767
H -1.00053 -1.04415 3.91150
C 1.10810 2.09362 0.81535
C 1.51733 -5.87681 2.55046
H -3.44249 2.70100 -3.74276
H 1.16699 -0.34385 -1.22370
H 2.74130 3.27225 0.04838
H -0.53653 -6.49278 2.40358
N 0.35615 2.16721 -2.06439
C 2.02555 0.10781 -0.72545
C 0.46699 -7.86782 3.68163
H -5.08408 6.61440 -3.48580
O -3.15672 5.86451 -3.31945
H 2.29512 -5.78626 3.31652
C 0.25019 -6.45122 3.16565
C 1.63174 0.64690 0.65939
H 2.67107 0.92149 0.98806
H -2.41838 3.48630 -2.56920
H -0.26064 1.71502 -1.41169
C -0.56172 -2.00573 3.70046
H 2.67213 0.81547 -2.64551
C -0.23602 -4.10665 3.84035
H -3.78198 7.73121 -3.97198
N 0.50891 -3.67670 2.79594
C 1.25430 -4.54094 1.88249
C -2.42161 3.05974 -3.57496
H 0.77237 -8.53871 2.87662
H -4.11664 4.86741 -4.85354
H -2.85433 6.00805 -5.35682
C 2.58038 1.20303 -1.62899
H 0.66066 -4.66710 0.97636
H -4.03526 7.35005 -2.25728
*
```

---

Computed, not measured: 3 unconnected molecules or ions with the total composition C12H12B2IO8P, with wB97M-V/def2-TZVPD.

Calculated values
**SMILES**: O=C1C=CC(=O)C=C1.O=C1C=CC(=O)C=C1.OB(O)B(I)P(O)O
**Frontier orbital gap**: 6.5 eV
**Highest occupied orbital energy**: -8.52 eV
**LUMO level**: -2.07 eV

```
! RIJCOSX wB97M-V def2-TZVPD def2/J DEFGRID3
* xyz 0 1
H 1.88305 -4.20537 3.19910
C 1.02222 -6.19415 -0.09962
C 0.71273 -6.79504 1.22309
C -3.12624 5.90361 0.55768
O -0.03063 3.28592 0.10016
C 1.92910 -4.20818 1.01409
C -1.22788 5.10852 -0.78151
O -0.85317 0.20004 0.01147
H 2.55786 0.70368 -0.91680
P 1.86206 1.30414 -2.97858
B -0.08196 -0.47424 -0.88979
O 2.43988 -3.10972 0.92329
O 0.19913 -7.88791 1.31386
I -1.07163 -0.04633 -3.92598
H -3.50965 4.83470 2.42930
H 0.75894 -6.78986 -0.96417
C -0.95460 4.06832 0.23691
H -2.46816 6.72939 -1.35956
O 1.22715 2.78795 -2.59528
O 0.26000 -1.78476 -0.60765
H 1.81690 -4.52982 -1.14650
C 1.62273 -4.80458 2.33605
H -0.56831 5.12140 -1.64064
C -2.23824 5.96052 -0.63321
H -0.89163 1.14051 -0.19226
H 1.18156 -1.89785 -0.33761
C 1.58569 -4.99380 -0.19619
O -4.04375 6.68054 0.69516
B 0.33243 0.23160 -2.37995
H -1.60759 3.22811 2.14645
C -2.84628 4.85491 1.57419
H 0.81799 -6.46445 3.38330
C -1.83692 4.00216 1.42488
H 1.17074 2.94510 -1.64041
O 2.91928 1.09887 -1.71660
C 1.05721 -6.00393 2.43332
*
```